Density functional theory data (wB97M-V/def2-TZVPD) for a 9-piece molecular cluster, C59H75NO2P overall.

total charge: +1
E: -2839.22438 Ha
orbital gap: 7.8 eV
highest occupied orbital energy: -10.31 eV

The geometry in XYZ format:
```
138
Properties=species:S:1:pos:R:3:forces:R:3
C -5.52915 1.17867 -4.11192 -0.096 0.271 -0.878
C -5.29048 0.41027 -5.57184 -0.664 0.405 0.692
O -4.00854 -0.31111 -5.59876 0.535 2.068 -0.219
C -2.86269 0.60604 -5.72110 0.604 -0.858 0.491
C -1.50250 -0.35494 -5.56683 -1.808 1.271 -0.968
O -1.23629 -0.45779 -4.09541 -1.530 0.804 -2.270
N 0.09407 -0.75751 -3.94848 0.422 -0.179 -0.841
C 0.94850 0.48410 -3.82932 2.000 3.332 -0.664
C 2.25346 0.34303 -2.84729 0.896 0.834 0.032
C 0.07316 1.85922 -3.46010 0.642 0.551 0.346
C -0.53574 1.85512 -1.93786 -1.253 0.485 -0.809
P 0.35414 -1.98531 -2.68233 0.889 -3.270 2.219
C -0.10634 -1.36643 -0.93510 -1.567 0.163 1.183
C -0.99531 -3.33763 -3.06574 -2.179 0.961 0.427
C -1.15091 -4.43867 -1.83627 -0.152 0.619 -0.084
H -4.71300 2.02291 -3.95195 -1.742 -1.823 -0.214
H -6.58620 1.71390 -4.14860 2.241 -1.183 0.132
H -5.50776 0.39866 -3.23728 0.009 1.553 -1.755
H -6.13899 -0.41367 -5.67959 1.975 1.834 -0.011
H -5.28608 1.17725 -6.48097 -0.310 -1.570 1.945
H -2.82376 1.35612 -4.81725 -0.088 -1.352 -1.760
H -2.84970 1.22204 -6.74194 -0.073 -1.498 2.058
H -1.68023 -1.44564 -5.96889 0.322 2.203 0.650
H -0.65390 0.22983 -6.14205 -1.350 -1.334 1.399
H 0.35966 -1.22098 -4.86939 0.087 0.241 1.498
H 1.37931 0.69732 -4.92220 -0.924 -0.628 2.340
H 2.98455 1.24073 -3.13872 -1.743 -1.886 0.522
H 2.89131 -0.63957 -3.01847 -1.616 2.030 0.452
H 2.00507 0.52824 -1.69537 0.432 -0.715 -2.699
H 0.83041 2.78015 -3.52088 -1.387 -2.217 -0.032
H -0.74725 2.09792 -4.29360 1.741 -0.778 2.014
H -1.12171 2.88313 -1.78334 1.398 -2.238 -0.299
H 0.26404 1.76033 -1.08847 -1.559 0.081 -1.806
H -1.35831 1.01276 -1.89468 1.774 1.666 0.218
H -0.15479 -2.33679 -0.24125 0.302 1.946 -1.795
H -1.20857 -0.91112 -0.88033 2.515 -0.813 -0.033
H 0.69061 -0.66318 -0.42940 -1.687 -1.378 -1.324
H -2.02144 -2.72742 -3.06480 2.031 -1.437 -0.296
H -0.85643 -3.82149 -4.12299 -0.017 0.886 2.097
H -1.97424 -5.23731 -2.12692 1.972 1.600 0.430
H -0.10633 -4.91821 -1.61519 -2.159 0.707 -0.297
H -1.57456 -3.87285 -0.87930 1.090 -1.279 -2.056
C 3.29558 -2.09320 2.67544 -0.123 -0.094 -0.046
C 2.93276 -2.81924 3.80946 -0.075 -0.045 -0.148
C 2.04714 -3.89078 3.69862 0.138 0.018 -0.162
C 1.53155 -4.24276 2.45090 0.126 0.116 0.016
C 1.89736 -3.51901 1.31633 0.034 0.068 0.212
C 2.77576 -2.44162 1.42860 -0.084 -0.073 0.187
H 3.98315 -1.25602 2.76274 -0.095 -0.133 -0.010
H 3.33993 -2.54920 4.78063 -0.067 -0.051 -0.156
H 1.75940 -4.45209 4.58341 0.062 0.066 -0.128
H 0.84519 -5.08085 2.36360 0.086 0.093 0.021
H 1.49673 -3.79446 0.34382 0.101 -0.032 0.107
H 3.05621 -1.87457 0.54532 0.018 -0.072 0.075
C 1.64708 7.04773 -6.28573 0.037 -0.162 0.052
C 2.72417 6.93662 -5.40693 -0.068 -0.153 -0.060
C 3.16399 5.67826 -4.99719 -0.100 -0.013 -0.097
C 2.53227 4.52954 -5.47456 -0.099 0.226 -0.018
C 1.45755 4.64060 -6.35634 0.055 0.150 0.122
C 1.01182 5.89930 -6.75878 0.112 -0.010 0.114
H 1.30242 8.02871 -6.60216 0.056 -0.158 0.051
H 3.22074 7.83158 -5.04039 -0.067 -0.125 -0.053
H 3.99897 5.59223 -4.30718 -0.103 0.019 -0.098
H 2.87800 3.54866 -5.15920 0.012 0.099 -0.047
H 0.96641 3.74525 -6.72954 0.057 0.117 0.012
H 0.17101 5.98559 -7.44142 0.130 -0.003 0.083
C -2.09704 -2.57409 4.72854 0.065 0.125 0.173
C -0.75234 -2.20873 4.78394 -0.123 0.059 0.027
C -0.28188 -1.43640 5.84554 -0.218 -0.057 0.038
C -1.15508 -1.03738 6.85788 -0.012 -0.083 -0.154
C -2.49902 -1.40596 6.80436 0.060 -0.024 -0.123
C -2.97140 -2.17047 5.73790 0.179 0.034 0.014
H -2.46403 -3.17313 3.89926 0.043 0.064 0.106
H -0.07057 -2.52549 3.99862 -0.147 0.100 0.147
H 0.76452 -1.14623 5.88494 -0.117 -0.047 -0.011
H -0.78761 -0.43963 7.68780 -0.071 -0.102 -0.102
H -3.17902 -1.09629 7.59420 0.125 -0.057 -0.113
H -4.01960 -2.45277 5.69370 0.136 0.033 0.019
C -4.24137 -5.23564 -4.12958 -0.070 -0.220 -0.055
C -4.96223 -5.84229 -3.10142 0.024 -0.064 -0.123
C -5.59153 -7.06767 -3.31870 0.106 0.050 -0.141
C -5.49156 -7.69175 -4.56251 0.079 0.181 0.056
C -4.76752 -7.08684 -5.58951 -0.006 0.069 0.118
C -4.14598 -5.85695 -5.37501 -0.071 -0.081 0.170
H -3.75391 -4.27900 -3.96089 -0.090 -0.079 -0.033
H -5.03433 -5.35923 -2.13016 -0.021 -0.064 -0.131
H -6.15875 -7.53687 -2.51942 0.091 0.069 -0.118
H -5.97782 -8.64905 -4.73053 0.075 0.156 0.023
H -4.68835 -7.57410 -6.55825 -0.021 0.086 0.161
H -3.58661 -5.38335 -6.17701 -0.079 -0.066 0.080
C 1.41499 8.59241 -0.72930 -0.093 -0.149 -0.031
C 0.69413 7.98577 0.29886 0.000 -0.077 -0.139
C 0.06482 6.76038 0.08157 0.095 0.021 -0.133
C 0.16480 6.13631 -1.16223 0.124 0.241 0.083
C 0.88884 6.74122 -2.18924 -0.035 0.021 0.117
C 1.51038 7.97111 -1.97474 -0.112 -0.107 0.142
H 1.90245 9.54906 -0.56062 -0.106 -0.143 -0.056
H 0.62203 8.46883 1.27011 -0.004 -0.072 -0.160
H -0.50239 6.29119 0.88085 0.082 0.071 -0.097
H -0.32146 5.17901 -1.33026 0.042 0.119 0.022
H 0.96801 6.25395 -3.15798 -0.006 0.094 0.096
H 2.06974 8.44470 -2.77674 -0.104 -0.048 0.114
C 6.14511 11.59070 -1.75046 -0.073 -0.165 -0.065
C 5.42425 10.98406 -0.72230 -0.007 -0.069 -0.146
C 4.79495 9.75867 -0.93958 0.116 0.071 -0.125
C 4.89492 9.13460 -2.18339 0.105 0.183 0.017
C 5.61896 9.73951 -3.21039 -0.038 0.076 0.152
C 6.24050 10.96940 -2.99590 -0.088 -0.059 0.152
H 6.63257 12.54735 -1.58178 -0.075 -0.149 -0.027
H 5.35215 11.46711 0.24896 0.009 -0.074 -0.155
H 4.22774 9.28948 -0.14031 0.123 0.039 -0.109
H 4.40866 8.17729 -2.35142 0.078 0.107 0.055
H 5.69813 9.25224 -4.17913 0.008 0.075 0.127
H 6.79987 11.44299 -3.79790 -0.072 -0.069 0.115
C 2.87472 -8.90099 4.89981 -0.119 0.086 0.096
C 2.88980 -9.32201 6.22920 -0.097 0.123 -0.049
C 2.00246 -8.76330 7.14859 -0.027 0.070 -0.190
C 1.09243 -7.78962 6.73588 0.120 -0.069 -0.089
C 1.07487 -7.37134 5.40561 0.148 -0.115 0.047
C 1.96853 -7.92340 4.48826 0.007 -0.075 0.202
H 3.56873 -9.33420 4.18432 -0.103 0.062 0.109
H 3.59430 -10.08567 6.54920 -0.109 0.130 -0.051
H 2.01899 -9.08673 8.18581 -0.011 0.042 -0.155
H 0.39754 -7.35762 7.45115 0.100 -0.062 -0.102
H 0.36451 -6.61372 5.08380 0.064 -0.099 0.055
H 1.95828 -7.59332 3.45321 0.012 -0.046 0.114
C -2.80578 -3.21092 10.54926 0.171 0.083 0.054
C -2.90121 -2.61279 11.80541 0.133 0.003 -0.067
C -1.77729 -2.02652 12.38671 0.027 -0.062 -0.179
C -0.55903 -2.02974 11.70675 -0.165 -0.067 -0.066
C -0.46456 -2.62459 10.44893 -0.143 0.003 0.080
C -1.58633 -3.21905 9.87169 -0.030 0.065 0.169
H -3.68111 -3.67073 10.09804 0.123 0.057 0.066
H -3.85217 -2.60427 12.33218 0.152 -0.011 -0.075
H -1.85038 -1.56647 13.36841 0.008 -0.060 -0.144
H 0.31579 -1.56859 12.15747 -0.125 -0.073 -0.060
H 0.48452 -2.62557 9.91847 -0.138 -0.013 0.077
H -1.51104 -3.68723 8.89418 -0.011 0.083 0.109
```
Forces are in eV/Å.

***

Density functional theory data (wB97M-V/def2-TZVPD) for a 2-piece molecular cluster, CHCl2NO2 overall.

E: -1164.09605 Ha
orbital gap (spin up / spin down): 9.5 / 5.8 eV
highest occupied orbital energy (spin up / spin down): -11.81 / -10.10 eV
energy above the lowest of the compared OMol25 structures with the same formula, charge and spin: 120.2 kcal per mole

The geometry in XYZ format:
```
7
Properties=species:S:1:pos:R:3:forces:R:3
C 0.68936 -0.31012 -0.08473 -0.988 -1.295 0.603
N 1.39634 0.58052 0.79290 -1.541 -0.289 -2.362
O 1.29643 1.73000 0.34873 0.856 -0.139 1.355
O 1.91878 0.10580 1.75020 1.127 0.729 1.255
Cl -1.97912 -0.31403 1.60331 0.262 0.059 -0.158
Cl 0.82690 -1.99479 0.10424 0.133 1.041 -0.232
H -0.18226 0.13495 -0.53860 0.151 -0.107 -0.459
```
Forces are in eV/Å.

***

Density functional theory data (wB97M-V/def2-TZVPD) for C23H34BIN13SV as an isolated structure.

total charge: -1
E: -3273.69333 Ha
expectation value of S²: 3.758
orbital gap (spin up / spin down): 7.5 / 7.8 eV
2S+1: 4
highest occupied orbital energy (spin up / spin down): -5.09 / -5.34 eV
energy above the lowest of the compared OMol25 structures with the same formula, charge and spin: 22.3 kcal per mole

The geometry in XYZ format:
```
74
Properties=species:S:1:pos:R:3:forces:R:3
V -0.73297 -0.03604 0.08394 0.297 0.230 0.201
C -0.11119 -0.87450 -3.34518 -0.003 0.019 0.003
C -1.35711 -1.72511 -3.51299 0.021 -0.024 0.027
C -0.97847 -3.20418 -3.64751 0.015 0.000 0.015
C -2.38140 -1.55338 -2.42327 0.039 0.047 -0.035
C -3.66400 -2.12448 -2.45963 -0.018 0.036 -0.023
C -4.27871 -1.69644 -1.30865 0.001 0.005 -0.003
N -3.41761 -0.92709 -0.63249 -0.009 0.028 -0.073
N -2.23779 -0.83065 -1.30911 -0.169 -0.136 0.209
B -3.69406 -0.18886 0.69058 0.032 -0.024 -0.042
N -2.86342 -0.78152 1.85612 -0.130 0.091 0.197
C -3.23899 -1.68394 2.77272 0.002 0.021 -0.001
C -2.22601 -1.81224 3.69951 0.004 0.028 0.027
C -1.22977 -0.92586 3.26433 0.105 0.029 0.016
N -1.62499 -0.31324 2.15343 -0.219 -0.283 -0.400
C 0.09401 -0.59590 3.89781 0.006 -0.019 -0.038
C 0.89374 0.38297 3.04431 -0.009 0.001 -0.018
C 0.89928 -1.86146 4.19764 -0.009 -0.021 -0.006
N -3.33569 1.30002 0.52525 0.009 0.062 0.070
C -4.14725 2.35058 0.69902 -0.009 -0.007 -0.010
C -3.41540 3.50092 0.50330 0.035 -0.006 0.055
C -2.11683 3.05618 0.21257 0.031 -0.002 -0.103
N -2.08231 1.72459 0.21972 0.015 -0.132 -0.002
C -0.92540 3.91518 -0.10354 0.009 -0.023 -0.004
C 0.26011 3.63428 0.81999 -0.017 0.030 0.055
C -0.53366 3.78441 -1.57772 0.011 -0.005 0.012
H 0.54101 -0.98156 -4.21326 -0.004 0.011 -0.015
H -0.35596 0.18149 -3.22236 0.003 0.003 0.003
H 0.44841 -1.20168 -2.46971 0.009 0.009 -0.001
H -1.86059 -1.41833 -4.43747 -0.004 -0.022 -0.005
H -0.50119 -3.54736 -2.72788 0.003 -0.001 -0.002
H -1.85185 -3.83095 -3.83556 -0.001 0.003 0.001
H -0.27369 -3.33667 -4.47054 -0.004 -0.001 -0.006
H -4.07508 -2.74889 -3.23414 0.004 0.002 -0.005
H -5.26930 -1.87026 -0.92252 0.000 0.001 0.000
H -4.86557 -0.29870 0.94429 -0.001 -0.008 -0.013
H -4.20346 -2.16077 2.70908 -0.006 0.009 0.008
H -2.20972 -2.44775 4.56820 -0.003 0.003 0.001
H -0.12950 -0.10537 4.85291 0.003 0.003 -0.001
H 1.13247 -0.05757 2.06937 0.018 -0.018 0.027
H 0.34453 1.30939 2.87184 0.005 0.014 0.017
H 1.84316 0.63431 3.51938 -0.020 0.017 -0.008
H 1.11432 -2.40094 3.27377 0.011 0.019 -0.003
H 1.84245 -1.60332 4.68409 -0.004 0.000 0.001
H 0.35056 -2.53601 4.85750 0.000 0.002 0.009
H -5.18419 2.19823 0.94748 0.000 0.004 0.004
H -3.75275 4.52114 0.56766 -0.005 0.000 -0.005
H -1.25063 4.94481 0.07713 -0.022 -0.001 -0.028
H 0.69062 2.65320 0.62652 0.001 -0.002 0.003
H 1.04626 4.37472 0.66070 0.016 -0.020 -0.011
H -0.03991 3.67769 1.86892 -0.005 0.019 -0.005
H -0.21865 2.76349 -1.79178 -0.005 0.003 -0.013
H -1.37279 4.02986 -2.23118 -0.003 0.015 0.006
H 0.29874 4.45024 -1.81391 0.000 0.003 0.002
C 4.47254 -2.04294 -1.36911 0.093 -0.042 0.001
C 4.79643 -0.75179 -0.72162 0.099 -0.069 -0.018
N 5.46602 0.23048 -1.24177 0.194 -0.039 0.221
N 5.45279 1.18886 -0.26972 -0.040 -0.048 -0.026
C 4.76676 0.84032 0.83381 0.029 -0.042 -0.143
S 4.51509 1.69158 2.25317 -0.033 0.041 0.078
N 4.34816 -0.41549 0.52963 0.120 0.152 0.051
N 3.75079 -1.29040 1.43923 0.158 -0.128 -0.111
H 4.96417 -2.08628 -2.33705 -0.043 0.026 0.003
H 3.39400 -2.13009 -1.51852 -0.002 -0.022 0.005
H 4.79373 -2.87538 -0.74148 -0.011 0.001 0.041
H 5.84017 2.09812 -0.43977 -0.001 -0.007 -0.012
H 2.90952 -1.65823 0.99765 -0.271 0.020 0.120
H 3.49265 -0.71152 2.23653 -0.030 0.020 -0.008
I 0.45504 -2.59931 0.24812 0.034 -0.068 0.008
N 3.68009 -0.35690 -4.07789 -0.053 0.031 0.010
C 3.29508 0.32268 -3.22171 -0.043 0.077 -0.102
N 2.92820 1.16481 -2.26846 -0.235 0.044 -0.077
C 1.90390 0.90646 -1.54251 0.075 0.089 -0.025
N 0.98306 0.76834 -0.83721 -0.067 -0.049 -0.105
```
Forces are in eV/Å.

***

Density functional theory data (wB97M-V/def2-TZVPD) for C2HFeO2 as an isolated structure.

total charge: +1
E: -1490.56987 Ha
expectation value of S²: 6.021
orbital gap (spin up / spin down): 7.7 / 7.2 eV
2S+1: 5
highest occupied orbital energy (spin up / spin down): -13.96 / -14.10 eV
energy above the lowest of the compared OMol25 structures with the same formula, charge and spin: 25.7 kcal per mole

The geometry in XYZ format:
```
6
Properties=species:S:1:pos:R:3:forces:R:3
O -1.64126 0.58425 -0.42987 3.093 -1.428 0.521
C -0.68747 -0.02830 -0.11307 -2.306 0.351 0.778
C 1.09372 0.58459 -0.31260 1.562 -0.772 -1.145
O 1.98052 -0.26593 -0.20543 -1.313 1.115 0.427
H 1.29895 1.50252 -0.90149 -0.196 0.021 0.354
Fe 0.63917 -1.31981 0.98042 -0.840 0.714 -0.934
```
Forces are in eV/Å.

***

Density functional theory data (wB97M-V/def2-TZVPD) for a 5-piece molecular cluster, C3H13NO4 overall.

E: -477.76573 Ha
orbital gap: 10.1 eV
SMILES: C=CN=C.O.O.O.O
highest occupied orbital energy: -9.46 eV
energy above the lowest of the compared OMol25 structures with the same formula, charge and spin: 57.6 kcal per mole

The geometry in XYZ format:
```
21
Properties=species:S:1:pos:R:3:forces:R:3
C -1.46788 0.86587 -1.66157 -0.488 -0.025 0.285
C -0.39672 0.23007 -1.20460 0.201 0.263 0.879
N -0.23214 -1.16711 -1.03619 -0.335 0.507 -1.160
C -0.13173 -1.84461 -2.09945 0.111 -0.977 0.222
H -2.35607 0.39772 -2.06898 0.160 -0.275 -0.004
H -1.57361 1.91938 -1.43318 0.266 0.101 -0.426
H 0.36446 0.81658 -0.69966 -0.129 -0.147 -0.218
H -0.11343 -2.93201 -2.02128 0.135 0.044 0.105
H -0.03633 -1.46787 -3.11717 -0.180 0.469 0.087
O -1.91111 0.25913 2.15710 -0.019 0.021 -0.330
H -1.39110 0.60385 1.41549 -0.136 0.154 0.100
H -2.28327 1.02658 2.59722 -0.009 0.018 0.024
O 0.18404 -1.46298 2.26741 -0.131 -0.343 -0.355
H -0.74263 -1.28773 2.03326 0.084 0.053 0.405
H 0.41797 -2.21561 1.71148 0.127 0.029 0.012
O 3.02922 1.06502 -0.73110 0.290 -0.571 -0.424
H 2.26607 0.85930 -0.16396 0.396 0.677 0.167
H 3.12841 2.01133 -0.85106 -0.364 -0.011 0.254
O 1.11794 0.88656 1.29178 -0.189 0.133 -0.247
H 1.29478 1.45703 2.04903 -0.049 -0.572 0.029
H 0.83316 -0.02047 1.56543 0.260 0.454 0.595
```
Forces are in eV/Å.

***

Density functional theory data (wB97M-V/def2-TZVPD) for a 2-piece molecular cluster, C5H12NS overall.

total charge: -1
E: -650.52186 Ha
orbital gap: 6.5 eV
highest occupied orbital energy: -2.86 eV
energy above the lowest of the compared OMol25 structures with the same formula, charge and spin: 96.6 kcal per mole

The geometry in XYZ format:
```
19
Properties=species:S:1:pos:R:3:forces:R:3
C 1.13878 1.07954 -0.60345 2.083 2.892 -0.725
N -0.06125 0.85738 0.26857 -0.086 -3.092 -2.650
C -0.25508 -0.15640 -0.67264 -0.426 1.077 1.586
C 0.42935 -1.53564 -0.77280 -0.801 0.923 -0.548
S -0.67614 -2.88165 -1.33326 -0.235 0.304 0.251
C -2.36603 -1.35772 1.73149 -0.952 -0.265 -1.289
C 1.68880 2.51883 -0.20759 0.343 -1.765 2.117
H 1.00860 1.25250 -1.72377 -0.306 -0.767 0.644
H 2.04637 0.47120 -0.47194 -0.664 -0.579 -0.107
H -2.40401 -1.58940 0.65711 0.129 -0.192 0.149
H -1.00623 0.03567 -1.46000 -0.044 -0.310 0.073
H 0.84411 -1.67369 0.21042 0.564 -0.327 0.334
H 1.18088 -1.48144 -1.56357 0.282 0.233 0.314
H -1.47718 -0.73734 1.82451 0.084 -0.356 0.698
H -3.27094 -0.75642 1.87764 0.181 -0.026 0.451
H -2.45885 -2.34264 2.23183 0.518 0.854 0.094
H 2.48840 2.26801 0.50788 0.035 0.182 -0.057
H 0.94705 2.94734 0.46878 -0.119 0.762 -0.864
H 2.20336 3.08187 -0.96922 -0.588 0.452 -0.471
```
Forces are in eV/Å.